Entry 1:
This record from the OMol25 dataset describes a molecular structure, C35H44N7PtS at a distorted geometry. The level of theory is wB97M-V/def2-TZVPD.

```
88
Properties=species:S:1:pos:R:3:forces:R:3:mulliken_charge:R:1
Pt 0.331 -0.193 0.140 1.0 1.3 -1.2 0.31
C 2.811 -2.174 -0.101 -0.2 0.0 -0.3 -1.17
C 2.891 -1.366 -1.409 0.1 -0.1 0.1 1.25
C 3.419 -2.244 -2.542 0.0 0.0 0.1 -2.00
C 3.731 -0.140 -1.119 -0.2 0.1 0.0 1.12
C 5.107 -0.215 -1.263 0.0 0.1 -0.1 -0.67
C 5.914 0.852 -0.912 0.0 -0.1 0.0 -1.44
C 5.348 1.967 -0.332 0.1 0.0 -0.1 -0.85
C 3.973 2.082 -0.134 -0.1 0.0 0.2 0.57
C 3.522 3.308 0.653 -0.2 0.1 -0.1 0.24
C 3.179 4.505 -0.249 0.1 -0.1 0.1 -1.19
C 2.427 3.037 1.687 0.2 0.0 0.0 -1.29
C 3.152 1.040 -0.601 0.6 -0.2 0.1 -0.63
N 1.734 1.186 -0.588 -1.2 -0.5 0.3 0.66
C 1.168 2.099 -1.333 0.0 0.2 0.0 -0.17
C -0.212 2.234 -1.295 -0.1 0.3 -0.2 0.43
C -1.133 3.115 -1.879 0.2 -0.1 -0.1 -1.98
C -2.382 2.718 -1.443 -0.1 -0.2 0.2 -0.27
C -2.221 1.603 -0.585 -0.1 -0.1 0.0 -0.47
N -0.910 1.330 -0.522 0.7 -1.6 0.7 0.24
C -3.314 0.784 0.073 0.2 -0.1 0.0 2.51
C -4.591 1.617 0.189 0.1 0.0 -0.1 -2.08
C -2.913 0.326 1.482 0.0 0.2 -0.1 -1.26
C -3.568 -0.443 -0.821 0.0 0.1 0.1 -1.37
H 2.299 -3.127 -0.250 -0.1 0.0 0.1 0.31
H 2.286 -1.602 0.684 0.1 0.0 0.1 0.22
H 3.813 -2.387 0.271 0.0 0.1 0.1 0.42
H 1.885 -1.041 -1.690 0.0 0.0 0.0 0.03
H 4.317 -2.785 -2.241 0.0 0.0 -0.1 0.39
H 3.648 -1.650 -3.426 0.0 0.0 0.0 0.38
H 2.667 -2.988 -2.813 0.0 0.0 0.0 0.48
H 5.554 -1.111 -1.672 0.0 0.0 0.0 0.30
H 6.984 0.794 -1.062 0.0 0.0 0.0 0.39
H 5.991 2.779 -0.013 0.0 0.0 0.1 0.48
H 4.406 3.601 1.224 0.0 0.0 -0.1 0.65
H 2.155 4.442 -0.622 0.0 0.1 0.0 0.12
H 3.854 4.548 -1.105 0.0 0.1 0.0 0.40
H 3.292 5.439 0.307 -0.1 0.0 0.0 0.38
H 1.458 2.821 1.243 -0.1 0.1 0.1 -0.12
H 2.319 3.906 2.340 -0.1 0.0 0.0 0.44
H 2.704 2.191 2.320 0.0 0.0 0.0 0.37
H 1.775 2.731 -1.972 0.1 0.0 0.1 0.75
H -0.886 3.923 -2.550 0.0 0.0 0.0 0.55
H -3.330 3.164 -1.694 0.0 0.1 0.1 0.51
H -4.390 2.548 0.721 0.0 0.0 0.0 0.32
H -5.337 1.052 0.748 0.0 0.0 0.0 0.47
H -5.003 1.852 -0.793 0.0 0.0 0.0 0.38
H -2.809 1.186 2.143 0.0 0.0 0.0 0.24
H -1.963 -0.198 1.478 0.1 -0.1 0.0 0.02
H -3.670 -0.349 1.885 0.0 0.0 0.0 0.47
H -3.819 -0.134 -1.837 0.0 0.0 0.0 0.38
H -4.395 -1.035 -0.424 0.0 0.0 0.0 0.47
H -2.675 -1.071 -0.858 -0.1 0.0 0.0 0.06
C -0.109 6.914 -0.066 -0.1 -0.1 0.0 -1.21
N -0.199 5.720 0.752 0.0 0.4 -0.3 -0.13
C -1.342 5.111 1.094 0.0 -0.5 0.3 0.60
N -2.496 5.663 0.670 0.0 0.3 -0.2 -0.38
S -1.336 3.692 1.988 0.0 0.0 0.1 -0.40
H 0.936 7.117 -0.280 0.0 0.0 0.0 0.30
H -0.533 7.787 0.437 0.0 0.0 0.0 0.42
H -0.628 6.766 -1.017 0.0 0.0 0.0 0.39
H 0.641 5.325 1.134 0.0 -0.1 0.0 0.10
H -2.533 6.605 0.317 0.0 0.0 0.0 0.18
H -3.346 5.258 1.019 0.0 0.0 0.0 0.24
N -0.523 -7.197 -0.868 0.0 0.2 -0.1 0.02
C -0.422 -8.500 -0.450 0.1 -0.1 0.5 0.73
C -0.446 -9.715 -1.128 0.0 0.0 -0.1 -1.02
C -0.289 -10.851 -0.364 0.0 0.1 -0.1 -0.41
C -0.141 -10.789 1.034 0.0 0.0 0.1 -0.48
C -0.129 -9.589 1.706 0.0 0.0 0.0 -0.79
C -0.260 -8.422 0.949 -0.1 -0.2 -0.5 0.57
N -0.264 -7.110 1.344 0.0 0.3 0.1 -0.59
C -0.421 -6.407 0.252 0.0 -0.5 0.1 -0.36
C -0.455 -4.957 0.252 0.0 0.5 0.0 1.10
C -0.320 -4.279 1.469 0.0 -0.2 -0.1 -0.55
C -0.296 -2.906 1.484 0.0 0.1 0.1 -0.47
N -0.391 -2.170 0.364 -0.6 0.5 0.0 -0.13
C -0.575 -2.811 -0.802 0.0 -0.1 -0.1 -0.10
C -0.609 -4.183 -0.902 0.1 -0.2 0.2 -1.08
H -0.671 -6.898 -1.815 0.0 0.0 0.0 0.18
H -0.590 -9.768 -2.199 0.1 0.0 0.0 0.38
H -0.281 -11.817 -0.849 0.0 0.0 0.0 0.39
H -0.042 -11.713 1.587 0.0 0.0 0.0 0.39
H -0.028 -9.536 2.781 0.0 0.0 0.0 0.44
H -0.222 -4.850 2.380 0.0 0.0 0.0 0.56
H -0.194 -2.364 2.415 0.0 0.1 0.0 0.50
H -0.696 -2.190 -1.680 0.0 0.0 0.0 0.56
H -0.740 -4.632 -1.877 0.0 0.0 0.0 0.32
```
Positions in Å, forces in eV/Å.

## Properties
**Charge**: +1
**Energy relative to the best compared isomer or geometry (same formula, charge and spin)**: 14.01 kcal/mol
**Gap between HOMO and LUMO**: 5.72 eV

Entry 2:
This record from the OMol25 dataset describes a molecular structure, C35H45F10InN3O30 at a distorted geometry. The level of theory is wB97M-V/def2-TZVPD.

```
124
Properties=species:S:1:pos:R:3:forces:R:3:mulliken_charge:R:1
N -0.851 -1.566 -2.126 0.8 0.2 0.6 -0.60
C 0.265 -1.360 -1.514 -0.7 -0.3 -0.4 0.06
N 1.425 -1.182 -2.316 -0.4 0.0 -0.4 -0.26
N 0.300 -1.254 -0.083 -0.1 -0.1 -0.2 0.24
C 1.220 -2.095 0.696 0.2 -0.1 0.3 -0.48
C 2.050 -1.224 1.654 0.2 0.0 -0.1 -0.53
C 3.104 -0.358 0.913 -0.4 0.1 -0.2 0.64
C 3.104 1.141 1.323 0.1 -0.3 0.1 -1.46
In 2.194 2.344 -0.333 0.1 0.2 0.0 0.98
H -1.574 -1.655 -1.411 0.1 0.1 0.0 0.22
H 1.664 -0.191 -2.373 0.1 0.0 0.1 0.20
H 2.249 -1.700 -2.041 -0.1 0.0 0.5 0.14
H 0.387 -0.273 0.180 0.0 0.0 -0.1 -0.21
H 1.885 -2.700 0.057 -0.2 0.3 0.0 0.14
H 0.618 -2.810 1.288 0.2 0.1 -0.2 0.37
H 2.558 -1.858 2.403 -0.3 0.1 -0.2 0.43
H 1.338 -0.574 2.192 0.3 -0.2 -0.1 -0.01
H 2.855 -0.420 -0.160 0.3 -0.1 0.2 -0.34
H 4.099 -0.823 1.017 -0.2 0.1 0.0 0.31
H 4.128 1.492 1.528 -0.3 0.0 -0.1 0.37
H 2.524 1.276 2.253 0.2 0.0 -0.2 0.32
H 2.683 1.555 -1.874 0.0 0.0 0.1 -0.48
H 2.682 4.047 -0.272 -0.1 -0.1 0.1 -0.47
H 0.427 2.185 -0.225 -0.1 -0.1 -0.1 -0.40
C 0.515 5.226 -3.923 -0.1 -0.1 0.0 -0.23
C 1.129 6.497 -4.471 0.0 -0.1 0.0 0.41
O 2.289 6.642 -3.689 0.2 -0.1 -0.1 -0.36
C 2.669 5.391 -3.251 -0.2 -0.2 0.4 0.52
O 3.703 5.138 -2.739 0.0 0.2 -0.4 -0.46
O 1.667 4.511 -3.485 0.2 0.1 0.0 -0.24
F 0.332 7.586 -4.298 0.0 0.1 0.1 -0.30
H -0.130 5.445 -3.070 0.0 0.1 0.0 0.30
H -0.034 4.650 -4.662 0.2 0.0 0.0 0.20
H 1.409 6.445 -5.525 -0.1 0.1 0.0 0.24
C -2.074 3.853 2.927 -0.1 0.2 0.1 -0.41
C -2.465 2.884 4.027 0.0 0.0 -0.2 0.30
O -2.181 1.641 3.438 0.1 -0.1 0.3 -0.10
C -1.192 1.829 2.500 -0.1 0.0 -0.5 0.35
O -0.603 0.939 1.990 -0.2 0.0 0.4 -0.34
O -1.041 3.143 2.254 0.1 -0.1 0.1 -0.28
F -3.793 2.938 4.333 0.0 0.0 -0.1 -0.34
H -2.902 4.014 2.235 -0.1 0.0 0.1 0.07
H -1.717 4.807 3.304 0.2 -0.1 -0.1 0.37
H -1.895 2.987 4.952 -0.1 0.0 0.1 0.34
C -2.006 -1.670 4.099 0.1 0.1 -0.1 -0.30
C -3.305 -1.044 4.553 0.0 0.2 -0.1 0.76
O -3.812 -1.998 5.481 0.2 0.1 0.2 -0.38
C -2.746 -2.656 5.994 0.0 -0.2 0.2 0.54
O -2.780 -3.346 6.970 0.0 0.0 -0.2 -0.57
O -1.640 -2.421 5.270 0.0 -0.1 0.0 -0.28
F -4.201 -0.908 3.540 0.0 -0.1 0.0 -0.31
H -2.168 -2.354 3.266 0.0 0.0 0.0 0.35
H -1.235 -0.948 3.843 0.0 0.0 0.1 -0.06
H -3.184 -0.087 5.054 -0.1 0.0 -0.1 0.24
C -0.390 -2.429 -5.102 0.0 0.0 0.1 -0.36
C -1.532 -2.759 -6.038 0.0 0.1 0.0 0.36
O -1.118 -2.160 -7.257 0.0 -0.2 -0.1 -0.34
C 0.242 -2.110 -7.247 0.0 0.1 -0.1 0.60
O 0.909 -1.883 -8.209 -0.1 0.0 0.0 -0.54
O 0.716 -2.365 -6.026 0.0 -0.1 0.1 -0.24
F -2.712 -2.214 -5.654 0.0 0.1 0.0 -0.29
H -0.529 -1.465 -4.618 0.0 0.0 0.0 0.26
H -0.210 -3.174 -4.336 0.2 0.0 -0.1 0.22
H -1.689 -3.826 -6.211 -0.1 0.0 0.0 0.25
C 6.934 -2.899 -2.675 0.1 0.0 -0.1 -0.38
C 6.626 -1.584 -1.985 0.0 0.0 -0.1 0.33
O 5.214 -1.600 -1.931 0.0 0.0 0.2 -0.17
C 4.804 -2.890 -1.929 -0.2 0.0 0.0 0.56
O 3.707 -3.253 -1.651 0.2 0.0 -0.1 -0.50
O 5.824 -3.710 -2.280 0.0 0.0 0.1 -0.39
F 7.043 -0.518 -2.700 0.0 0.0 -0.1 -0.25
H 6.928 -2.773 -3.760 0.0 0.1 0.0 0.22
H 7.866 -3.357 -2.357 -0.1 -0.1 0.1 0.25
H 7.012 -1.496 -0.968 0.1 0.1 0.0 0.25
C -0.792 -1.445 9.132 0.0 -0.2 0.0 -0.37
C 0.394 -0.506 9.210 0.0 0.0 -0.1 0.31
O 0.493 -0.024 7.883 -0.1 0.2 0.0 -0.30
C -0.738 -0.103 7.316 0.0 0.0 -0.1 0.59
O -1.063 0.431 6.304 0.1 -0.1 0.2 -0.45
O -1.558 -0.857 8.082 -0.1 0.2 -0.1 -0.26
F 1.540 -1.142 9.547 0.0 0.0 -0.1 -0.29
H -0.480 -2.447 8.831 0.1 0.0 0.0 0.18
H -1.377 -1.498 10.045 -0.1 0.1 -0.1 0.28
H 0.258 0.343 9.883 0.1 0.0 0.1 0.27
C -1.848 -6.493 7.016 0.0 0.1 0.0 -0.07
C -2.204 -7.540 8.049 0.0 0.0 -0.1 0.34
O -1.825 -8.744 7.413 0.2 0.0 0.1 -0.33
C -0.834 -8.454 6.518 0.1 -0.1 -0.2 0.64
O -0.143 -9.263 5.995 -0.2 0.2 0.1 -0.51
O -0.754 -7.117 6.335 0.0 -0.1 0.0 -0.31
F -3.530 -7.579 8.325 0.0 0.0 -0.1 -0.28
H -2.675 -6.340 6.321 -0.1 0.0 0.0 0.19
H -1.551 -5.537 7.433 0.1 0.0 -0.1 0.03
H -1.658 -7.452 8.991 -0.1 0.0 0.1 0.29
C 3.785 -0.828 -7.946 0.0 0.0 0.0 -0.26
C 4.660 0.394 -8.131 0.0 0.0 0.1 0.35
O 5.830 0.053 -7.406 0.1 -0.1 -0.2 -0.30
C 5.929 -1.305 -7.390 0.0 0.0 0.1 0.68
O 6.905 -1.908 -7.078 -0.2 0.1 0.0 -0.55
O 4.769 -1.863 -7.794 0.1 0.0 0.0 -0.33
F 4.118 1.517 -7.606 0.0 -0.1 0.1 -0.25
H 3.190 -0.751 -7.036 0.0 0.1 0.0 0.19
H 3.135 -1.043 -8.785 0.1 -0.1 0.0 0.27
H 4.941 0.599 -9.166 -0.1 0.1 0.0 0.21
C -5.089 1.089 0.917 0.0 -0.2 0.0 -0.44
C -5.499 1.026 -0.541 0.0 0.0 0.0 0.37
O -5.171 2.323 -1.012 0.2 0.0 -0.1 -0.34
C -4.166 2.808 -0.229 0.2 0.1 0.0 0.48
O -3.493 3.753 -0.482 -0.4 0.0 0.0 -0.50
O -4.026 2.042 0.871 0.1 0.1 0.2 -0.04
F -6.828 0.818 -0.700 0.0 0.1 0.0 -0.30
H -5.897 1.474 1.540 -0.1 0.0 -0.1 0.24
H -4.732 0.145 1.317 0.1 0.1 0.0 0.22
H -4.954 0.289 -1.134 -0.1 -0.1 0.0 0.30
C -4.097 6.179 -3.024 0.0 0.0 0.2 -0.28
C -4.946 5.488 -4.067 0.0 0.0 0.0 0.39
O -4.204 5.696 -5.253 0.1 -0.2 0.0 -0.37
C -2.890 5.845 -4.906 0.0 0.1 0.0 0.64
O -1.982 5.802 -5.667 -0.2 0.0 0.1 -0.49
O -2.784 6.034 -3.572 0.0 0.0 -0.1 -0.22
F -6.172 6.055 -4.201 0.0 0.1 0.0 -0.30
H -4.346 7.239 -2.957 -0.1 0.0 -0.1 0.27
H -4.153 5.714 -2.043 0.2 -0.1 0.0 0.08
H -5.073 4.416 -3.909 -0.1 0.0 0.0 0.27
```
Positions in Å, forces in eV/Å.

## Properties
**Charge**: -1
**Gap between HOMO and LUMO**: 6.01 eV

| no. | HOMO level (eV) |
| --- | --- |
| 1 | -9.9 |
| 2 | -4.5 |